DFT (wB97M-V/def2-TZVPD) results for a gas-phase ion, CH2NO2 (charge -1).

Each line ends with the Löwdin charge.
Atoms and positions in Å:
C 0.620 -0.331 -0.014  -0.64
N -0.767 -0.045 -0.234  0.03
O 1.052 -1.450 0.106  -0.03
O 1.286 1.101 0.005  -0.44
H -1.229 -0.132 0.683  0.06
H -0.962 0.858 -0.547  0.01

The molar mass comes out at 60.03 g mol⁻¹. The total energy comes out at -244.543328 Eh. The HOMO energy is -0.109 Ha. The LUMO energy comes out at 4.678 eV. The total charge is -1. As for the energy above the lowest of the compared OMol25 structures with the same formula, charge and spin: 194.3 kJ/mol. The SMILES is NC(=O)[O-]. The calculation puts the HOMO-LUMO gap at 7.6 eV.